Computed, not measured: the molecule C5H10O, with ωB97M-V/def2-TZVPD.

Output
total energy: -271.70061 Eh
net charge: 0
SMILES: C=CCOCC
energy above the lowest of the compared OMol25 structures with the same formula, charge and spin: 32.6 kcal/mol
frontier orbital gap: 10.765 eV

Each line ends with the Mulliken charge.
Atoms and positions in Å:
1 C 0.473 -1.475 -2.044  -1.022
2 C -0.590 -1.067 -1.034  -0.338
3 O -0.021 -0.864 0.244  -0.365
4 C -0.798 0.992 1.539  0.072
5 C -0.561 1.288 2.812  -0.750
6 C 0.257 0.480 0.599  -0.477
7 H 0.025 -1.704 -3.018  0.360
8 H 0.999 -2.365 -1.683  0.271
9 H 1.213 -0.679 -2.182  0.273
10 H -1.125 -0.166 -1.373  0.326
11 H -1.335 -1.864 -0.926  0.306
12 H -1.807 1.067 1.133  0.246
13 H -1.346 1.620 3.485  0.251
14 H 0.438 1.190 3.234  0.232
15 H 0.320 1.114 -0.302  0.318
16 H 1.238 0.505 1.088  0.296

Atoms 1-2, force components in eV/Å:
0.1 0.0 0.0
-0.1 0.0 -0.2

***

Computed, not measured: C20H16NO8ReS2 as an isolated structure in a non-equilibrium geometry, with ωB97M-V/def2-TZVPD.

Output
total energy: -2302.85227 Eh
2S+1: 2
net charge: +1
energy above the lowest of the compared OMol25 structures with the same formula, charge and spin: 34.0 kcal/mol
frontier orbital gap (spin up / spin down): 7.459 / 7.277 eV

Each line ends with the Mulliken charge.
Atoms and positions in Å:
1 Re -0.029 0.201 -0.333  1.881
2 O 3.944 -0.709 -0.580  -0.567
3 C 2.887 -0.230 -0.306  0.214
4 O 1.694 -0.777 -0.518  -0.607
5 C 2.724 1.121 0.358  0.656
6 C 3.721 1.999 0.719  -0.728
7 C 3.352 3.214 1.292  -0.311
8 C 2.008 3.521 1.458  -0.685
9 C 1.070 2.593 1.052  0.644
10 N 1.438 1.422 0.541  0.018
11 C -0.431 2.742 1.115  0.364
12 O -0.962 3.710 1.571  -0.579
13 O -1.028 1.671 0.624  -0.543
14 H 4.752 1.727 0.541  0.547
15 H 4.112 3.919 1.601  0.468
16 H 1.668 4.457 1.878  0.541
17 O -0.708 -1.820 -0.419  -0.412
18 S -1.262 -2.948 0.449  0.004
19 C 0.028 -3.352 1.630  0.372
20 C 0.362 -4.688 1.782  -0.196
21 C 1.388 -5.028 2.652  -0.589
22 C 2.068 -4.036 3.342  -0.487
23 C 1.716 -2.700 3.185  -0.825
24 C 0.687 -2.354 2.328  -0.210
25 C -2.443 -2.207 1.586  0.564
26 C -3.001 -0.974 1.297  -0.135
27 C -3.935 -0.436 2.174  -0.766
28 C -4.323 -1.150 3.296  -0.496
29 C -3.780 -2.404 3.554  -0.543
30 C -2.835 -2.942 2.698  -0.682
31 H -0.166 -5.454 1.226  0.440
32 H 1.666 -6.065 2.777  0.413
33 H 2.877 -4.301 4.009  0.414
34 H 2.243 -1.929 3.731  0.432
35 H 0.389 -1.316 2.217  0.414
36 H -2.749 -0.443 0.391  0.751
37 H -4.361 0.535 1.962  0.468
38 H -5.061 -0.735 3.968  0.401
39 H -4.094 -2.966 4.422  0.407
40 H -2.405 -3.917 2.894  0.400
41 C -1.533 1.077 -4.022  -0.972
42 S -1.213 1.596 -2.356  1.282
43 O 0.255 1.641 -2.077  -0.651
44 O -1.912 2.794 -2.060  -0.588
45 O -1.666 0.399 -1.511  -0.564
46 H -1.794 1.946 -4.618  0.373
47 H -2.371 0.387 -3.955  0.325
48 H -0.650 0.576 -4.413  0.342

Atoms 1-2, force components in eV/Å:
1.5 0.6 -1.4
-0.2 -0.1 -0.1